12
Properties=species:S:1:pos:R:3:forces:R:3 method="wB97M-V/def2-TZVPD" total_energy_ha=-414.57317 lumo_ev=-0.30 homo_lumo_gap_ev=9.023 e_above_lowest_ev=7.429
C -1.7352 1.7052 0.2337 1.4 -2.2 1.0
C -0.2442 1.2321 0.0010 -1.4 -1.2 -0.2
C 0.2609 0.0000 -0.2670 -1.7 0.1 -1.6
C 0.4375 -2.0606 0.2340 8.9 -6.8 2.7
H -2.4552 0.8055 0.5931 1.1 2.0 -0.9
H 0.4626 2.0020 -0.1631 0.4 0.9 -0.4
H 2.5192 -0.0194 -0.5246 -4.4 -1.0 -2.7
H 0.2467 -2.9728 1.1415 0.6 2.7 -3.3
N 1.2776 -0.5069 -1.1140 6.2 1.3 5.1
N 1.6831 -1.8075 -0.2725 -4.8 -0.5 0.4
O -2.0274 2.8646 0.1176 -0.1 -1.0 0.0
O -0.4256 -1.2422 0.0204 -6.1 5.8 -0.1

=====

9
Properties=species:S:1:pos:R:3:forces:R:3 method="wB97M-V/def2-TZVPD" total_energy_ha=-452.40740 charge=+1 lumo_ev="-7.49 / -7.49" homo_lumo_gap_ev="9.145 / 9.142" e_above_lowest_ev=1.451
O -2.1495 0.6239 -0.3611 -0.2 1.7 1.1
O 2.1768 0.4248 0.0995 0.2 -1.9 -2.1
O 0.5531 -1.3340 -0.1165 2.5 0.2 3.8
O -1.2546 0.1701 0.4971 -0.7 -0.1 0.7
O 1.1133 0.8410 -0.5852 0.6 0.3 -0.3
O 0.0307 -0.1700 -0.4101 -1.9 -0.6 -2.9
H -2.3006 1.6105 -0.0912 0.6 -1.8 -0.8
H 2.3344 1.1155 0.6870 0.4 2.2 2.5
H 0.3343 -2.1543 -0.5582 -1.6 0.1 -1.9

=====

73
Properties=species:S:1:pos:R:3:forces:R:3 method="wB97M-V/def2-TZVPD" total_energy_ha=-3218.81698 charge=+2 lumo_ev=-5.96 homo_lumo_gap_ev=7.984 e_above_lowest_ev=0.130
Hf -0.4461 -0.7317 0.0550 0.4 1.0 -0.4
C 3.3389 -1.6152 0.8594 0.0 0.0 0.0
C 2.5567 -0.7179 1.7686 0.0 0.0 0.0
C 3.1182 -0.1333 2.8839 0.0 0.0 0.0
C 2.3318 0.6801 3.6986 0.0 0.0 0.0
C 1.0000 0.8970 3.4090 -0.1 0.0 0.0
C 0.4724 0.2704 2.2821 0.3 -0.1 0.1
N 1.2576 -0.4998 1.4848 0.0 -0.1 0.1
N -0.8186 0.3078 1.8014 -0.2 -0.2 0.0
Si -2.2560 0.3047 2.8630 -0.1 0.0 0.2
C -1.9216 -0.8739 4.2755 -0.1 0.1 -0.1
C -3.6234 -0.3090 1.7422 0.1 0.1 0.1
C -2.6281 2.0347 3.4799 0.0 -0.2 -0.1
H 4.0125 -2.2449 1.4384 0.0 0.0 0.0
H 3.9545 -1.0224 0.1786 0.0 0.0 0.0
H 2.6785 -2.2571 0.2779 0.0 0.0 0.0
H 4.1537 -0.3228 3.1270 0.0 0.0 0.0
H 2.7699 1.1380 4.5760 0.0 0.0 0.0
H 0.3748 1.5157 4.0355 0.0 0.0 0.0
H -1.5978 -1.8534 3.9187 0.0 0.0 0.0
H -2.8360 -1.0266 4.8536 0.0 0.0 0.0
H -1.1683 -0.4954 4.9680 0.0 0.0 0.0
H -3.5710 -1.3835 1.5550 0.0 0.0 0.0
H -3.6499 0.2067 0.7772 0.0 0.0 0.0
H -4.5855 -0.1203 2.2238 0.0 0.0 0.0
H -1.7622 2.5290 3.9227 0.0 0.0 0.0
H -3.3983 1.9830 4.2530 0.0 0.0 0.0
H -3.0159 2.6828 2.6918 0.0 0.0 0.0
F -0.4126 -6.0894 0.2988 0.0 0.0 0.0
C -0.1034 -5.0677 1.0656 0.1 0.0 -0.1
F 0.1226 -5.4565 2.2967 0.0 0.1 0.1
F 0.9703 -4.4433 0.5792 0.0 -0.1 0.0
S -1.5261 -3.8517 1.0642 -0.1 -0.3 0.0
O -0.8461 -2.5323 1.1875 0.1 0.1 0.1
O -2.4197 -4.1970 2.0980 0.0 0.0 0.0
N -2.1571 -3.9715 -0.3899 0.1 -0.1 0.0
S -1.7229 -2.8613 -1.3746 -0.1 -0.4 -0.1
O -2.2441 -1.5240 -1.0047 -0.3 0.2 0.1
O -0.2823 -2.6873 -1.5439 0.2 -0.1 -0.1
C -2.5140 -3.3712 -2.9795 0.0 0.1 0.0
F -3.8071 -3.4619 -2.8029 0.0 0.0 0.0
F -2.2175 -2.4215 -3.8474 0.0 0.0 0.0
F -1.9929 -4.5181 -3.3413 0.0 0.0 0.0
O -1.0508 0.9677 -1.0535 0.1 -0.2 0.1
C -1.5416 2.1235 -1.1651 -0.2 0.0 0.0
C -1.6330 3.0686 -0.0204 0.1 0.0 0.0
C -0.5319 4.1334 -0.3395 0.0 0.0 0.0
C 0.6304 3.6852 -1.2612 0.0 0.0 0.0
C 0.3575 3.7006 -2.7824 0.0 0.0 0.0
C -0.5998 2.6168 -3.2905 0.0 0.0 0.0
N -1.7642 2.6263 -2.3803 0.0 0.0 0.0
H -1.4347 2.5393 0.9065 0.0 0.0 0.0
H -2.6136 3.5423 0.0375 0.0 0.0 0.0
H -0.1145 4.4605 0.6119 0.0 0.0 0.0
H -1.0011 5.0129 -0.7847 0.0 0.0 0.0
H 1.0093 2.7045 -0.9489 0.0 0.0 0.0
H 1.4490 4.3839 -1.0865 0.0 0.0 0.0
H 1.3052 3.6140 -3.3188 0.0 0.0 0.0
H -0.0429 4.6825 -3.0513 0.0 0.0 0.0
H -0.1605 1.6213 -3.2546 0.0 0.0 0.0
H -0.9351 2.8063 -4.3071 0.0 0.0 0.0
H -2.2080 3.5368 -2.3523 0.0 0.0 0.0
C 4.0170 -1.5688 -3.1145 0.0 -0.1 0.0
N 3.1571 -0.3850 -2.9600 0.1 -0.1 0.0
C 3.4352 0.7847 -3.8019 0.0 0.1 0.0
C 2.1762 -0.3912 -2.1246 -0.1 0.1 0.0
N 1.2984 -0.3954 -1.3647 -0.1 -0.1 0.1
H 5.0403 -1.3111 -2.8448 0.0 0.0 0.0
H 3.9871 -1.9011 -4.1510 0.0 0.0 0.0
H 3.6616 -2.3699 -2.4719 0.0 0.0 0.0
H 4.4492 1.1335 -3.6113 0.0 0.0 0.0
H 2.7329 1.5807 -3.5693 0.0 0.0 0.0
H 3.3376 0.5091 -4.8511 0.0 0.0 0.0

=====

9
Properties=species:S:1:pos:R:3:forces:R:3 method="wB97M-V/def2-TZVPD" total_energy_ha=-1058.42006 lumo_ev=-0.64 homo_lumo_gap_ev=8.300 e_above_lowest_ev=2.547
C -0.1948 -0.6747 0.7256 -0.6 -2.0 1.5
C 0.3452 0.5980 -0.8017 0.4 0.8 -2.2
H 0.4256 -1.7621 2.7361 -3.8 0.1 -1.8
H -1.0343 2.2544 -1.9962 2.9 -0.7 0.4
N 1.0287 -0.9779 0.4325 -1.6 -1.3 1.4
N 1.2778 -0.2161 -0.5957 5.0 1.4 -2.7
O -0.6725 0.2945 -0.0704 -3.4 0.2 2.5
S -1.1360 -1.6191 1.9242 4.0 0.7 1.4
S 0.4448 1.9922 -1.8353 -2.8 0.6 -0.5

=====

18
Properties=species:S:1:pos:R:3:forces:R:3 method="wB97M-V/def2-TZVPD" total_energy_ha=-381.17751 charge=-1 s_squared=0.776 lumo_ev="3.63 / 3.08" homo_lumo_gap_ev="6.046 / 5.502" e_above_lowest_ev=1.716 spin_multiplicity=2
O 0.9095 -0.0706 -1.0828 -0.2 0.2 0.3
C 1.4507 -0.6762 -2.0536 -0.4 -0.3 0.0
C 2.7642 -0.8256 -2.3743 1.0 0.3 -0.3
C -3.5533 -0.0704 3.2022 0.0 0.4 -1.0
C -2.8291 0.6730 2.3263 0.3 0.6 0.3
C -2.1399 0.2911 1.1631 -0.3 -0.4 0.0
N -0.9374 0.9071 0.8014 -0.1 0.3 0.4
N 3.7998 -0.1318 -1.6655 -0.1 0.1 0.4
H 0.7614 -1.2097 -2.7500 0.1 -0.1 -0.1
H 3.0628 -1.3429 -3.2894 -0.3 -0.1 0.1
H -3.9893 0.4968 4.0126 -0.2 -0.7 0.3
H -3.6818 -1.1245 2.9900 -0.3 0.0 0.5
H -2.6677 1.7114 2.6194 0.3 0.0 0.0
H -2.5252 -0.5187 0.5456 0.1 -0.4 0.3
H -0.2467 0.2089 0.5160 0.0 0.3 -0.6
H -1.0482 1.5369 0.0152 0.3 0.0 -0.1
H 4.3321 -0.5968 -0.9523 0.0 -0.2 0.0
H 4.3318 0.5908 -2.1147 -0.1 0.0 -0.2

=====

30
Properties=species:S:1:pos:R:3:forces:R:3 method="wB97M-V/def2-TZVPD" total_energy_ha=-2413.75499 charge=-1 lumo_ev=2.70 homo_lumo_gap_ev=6.899 e_above_lowest_ev=0.000
Ir -0.0388 -0.2117 -1.8176 0.4 -0.2 0.4
S -2.1435 -2.8121 -4.8605 0.1 -0.1 0.0
C -1.3511 -1.8844 -3.7672 -0.3 0.3 0.0
S -1.0639 -2.2384 -2.0780 0.1 0.0 -0.1
S -0.7002 -0.2799 -4.0043 -0.1 -0.1 -0.2
N 1.1164 3.3970 -0.2260 0.0 0.0 0.0
C 0.4503 2.3714 -0.8001 0.0 0.0 0.0
O 0.9678 1.7375 -1.7260 0.0 0.0 0.1
C -0.9334 2.0538 -0.3100 0.0 0.0 0.0
C -1.5491 0.9747 -1.2034 -0.1 0.1 -0.2
H 2.1060 3.4442 -0.4053 0.0 0.0 0.0
H 0.7881 3.7428 0.6583 0.0 0.0 0.0
H -1.5230 2.9778 -0.2735 0.0 0.0 0.0
H -0.8223 1.6973 0.7136 0.0 0.0 0.0
H -2.0091 1.4340 -2.0835 0.0 0.0 0.0
H -2.3299 0.4274 -0.6718 0.0 0.0 0.0
C -0.7951 -1.3926 1.4447 0.0 0.0 0.0
C 0.6598 -0.9672 1.2240 0.1 -0.1 0.0
O 0.8952 -0.2436 0.1033 -0.1 0.2 0.0
C 1.5385 -2.2514 1.1892 0.0 0.0 0.0
F 2.8436 -1.9829 1.0339 0.0 0.0 0.0
F 1.4309 -3.0088 2.3102 0.0 0.0 0.0
F 1.1692 -3.0289 0.1644 0.0 0.0 0.0
C 1.0962 -0.1025 2.4363 0.0 0.0 0.0
F 2.3699 0.3072 2.3683 0.0 0.0 0.0
F 0.9453 -0.7211 3.6276 0.0 0.0 0.0
F 0.3414 1.0218 2.5075 0.0 0.0 0.0
H -1.1156 -1.9883 0.5938 0.0 0.0 0.0
H -1.4224 -0.5030 1.4921 0.0 0.0 0.0
H -0.9212 -1.9703 2.3601 0.0 0.0 0.0